Version one
{
  "formula": "CHBrCl2S",
  "method": "wB97M-V/def2-TZVPD",
  "total_charge": 0,
  "homo_ev": [-9.99, -8.37],
  "orbital_gap_ev": [9.212, 6.033],
  "species": ["C", "S", "Cl", "Cl", "Br", "H"],
  "coordinates": [[-3.03, -0.55, 0.17], [-0.09, -0.54, -1.25], [-3.00, -1.20, 1.75], [-3.32, -1.62, -1.13], [-3.30, 1.24, -0.08], [-0.30, -0.28, 0.06]]
}



Version two
{
  "formula": "CHBrCl2S",
  "method": "wB97M-V/def2-TZVPD",
  "total_charge": 0,
  "homo_ev": -9.65,
  "orbital_gap_ev": 8.330,
  "species": ["C", "S", "Cl", "Cl", "Br", "H"],
  "coordinates": [[0.34, 0.31, 0.10], [-1.37, 0.42, -0.17], [0.25, -1.29, 1.80], [1.17, 1.50, 0.83], [1.19, -0.61, -1.32], [-1.56, -0.33, -1.23]]
}



Which one sits at the top of the stability order? version two does.



Version one
{
  "formula": "C5H11Br3P",
  "method": "wB97M-V/def2-TZVPD",
  "total_charge": 1,
  "homo_ev": -15.04,
  "orbital_gap_ev": 9.380,
  "species": ["C", "C", "C", "C", "C", "P", "Br", "Br", "Br", "H", "H", "H", "H", "H", "H", "H", "H", "H", "H", "H"],
  "coordinates": [[-0.88, -0.40, 1.35], [-0.52, 1.41, -0.39], [-1.67, -0.73, -0.95], [0.72, -0.80, -0.46], [-0.66, -0.09, -0.09], [2.26, 0.28, 0.13], [3.01, 1.83, -1.35], [2.15, 1.20, 2.12], [4.13, -0.91, 0.38], [-1.46, -1.29, 1.54], [-1.47, 0.19, 1.95], [0.06, -0.43, 1.90], [-0.37, 1.55, -1.46], [-1.48, 1.86, 0.00], [0.23, 1.74, 0.31], [-1.09, -0.98, -1.88], [-2.06, -1.75, -0.60], [-2.55, -0.07, -1.13], [0.70, -1.73, 0.13], [0.95, -0.88, -1.52]]
}



Version two
{
  "formula": "C5H11Br3P",
  "method": "wB97M-V/def2-TZVPD",
  "total_charge": 1,
  "homo_ev": -14.80,
  "orbital_gap_ev": 9.221,
  "species": ["C", "C", "C", "C", "C", "P", "Br", "Br", "Br", "H", "H", "H", "H", "H", "H", "H", "H", "H", "H", "H"],
  "coordinates": [[0.73, 1.46, -0.86], [0.53, -1.06, -1.11], [-1.60, 0.34, -1.12], [-0.52, 0.11, 1.06], [-0.19, 0.15, -0.49], [0.68, -0.79, 2.13], [2.75, -0.10, 1.78], [0.41, -0.04, 4.20], [0.40, -2.96, 2.13], [0.45, 2.40, -0.35], [0.61, 1.63, -1.89], [1.70, 1.13, -0.70], [0.06, -2.00, -0.82], [0.51, -1.12, -2.18], [1.52, -1.14, -0.68], [-2.30, -0.58, -1.08], [-2.16, 1.07, -0.62], [-1.49, 0.73, -2.24], [-0.51, 1.05, 1.45], [-1.58, -0.28, 1.41]]
}



Which one sits at the top of the stability order? version two does.



Version one
{
  "formula": "C2H7OPS2",
  "method": "wB97M-V/def2-TZVPD",
  "total_charge": 0,
  "homo_ev": [-8.17, -8.17],
  "orbital_gap_ev": [7.228, 6.975],
  "species": ["C", "C", "O", "P", "S", "S", "H", "H", "H", "H", "H", "H", "H"],
  "coordinates": [[1.73, -0.87, 0.73], [1.13, 0.45, 0.94], [-0.97, 0.58, -1.98], [-1.28, 0.19, -0.41], [-1.90, -1.72, -0.36], [-2.95, 1.36, 0.13], [2.35, -1.14, 1.63], [0.72, -1.53, 0.74], [2.31, -1.04, -0.18], [1.54, 1.38, 0.39], [0.61, 0.58, 1.81], [-0.45, -0.24, -2.39], [-2.84, 1.99, -1.05]]
}



Version two
{
  "formula": "C2H7OPS2",
  "method": "wB97M-V/def2-TZVPD",
  "total_charge": 0,
  "homo_ev": -9.87,
  "orbital_gap_ev": 9.423,
  "species": ["C", "C", "P", "O", "S", "H", "H", "H", "H", "H", "S", "H", "H"],
  "coordinates": [[-0.51, -2.13, 0.03], [0.05, -1.21, 1.12], [1.87, -0.91, 1.00], [2.26, 0.33, 1.66], [3.05, -2.07, -0.03], [-0.38, -3.26, 0.38], [-1.56, -1.80, 0.15], [-0.11, -2.22, -1.02], [-0.17, -1.64, 2.02], [-0.30, -0.17, 0.96], [0.71, 2.51, -1.17], [1.50, 1.49, -0.71], [0.54, 2.39, 0.14]]
}



Which one sits at the top of the stability order? version two does.